{
  "formula": "C19H38Ag2N2O5Zn",
  "method": "ωB97M-V with the def2-TZVPD basis set",
  "spin_multiplicity": 1,
  "lumo_ev": -10.732,
  "charge": 2,
  "max_force_ev_per_a": 6.4,
  "species": ["Zn", "Ag", "Ag", "C", "O", "O", "O", "C", "C", "C", "C", "C", "C", "N", "O", "C", "C", "C", "H", "H", "H", "H", "H", "H", "H", "H", "H", "H", "H", "H", "H", "H", "H", "H", "H", "H", "H", "C", "C", "C", "C", "C", "C", "N", "O", "C", "C", "C", "H", "H", "H", "H", "H", "H", "H", "H", "H", "H", "H", "H", "H", "H", "H", "H", "H", "H", "H"],
  "positions_angstrom": [[3.932, -3.213, 1.232], [4.754, -0.007, 1.233], [5.177, -2.318, -1.881], [2.923, -1.490, -0.271], [2.842, -1.499, 1.022], [3.760, -0.666, -0.760], [3.077, -2.711, -0.664], [1.947, 3.227, -3.042], [0.921, 2.174, -2.573], [-0.507, 2.725, -2.621], [-1.549, 1.628, -2.509], [-1.327, 0.593, -3.614], [0.100, -0.056, -3.551], [1.107, 0.982, -3.375], [2.404, 0.519, -3.389], [0.107, -1.081, -2.358], [0.354, -0.721, -4.915], [1.195, 1.982, -1.038], [1.792, 3.493, -4.088], [2.988, 2.976, -2.858], [1.747, 4.138, -2.472], [-0.657, 3.482, -1.856], [-0.503, 3.196, -3.611], [-2.555, 2.039, -2.600], [-1.522, 1.143, -1.528], [-1.334, 1.166, -4.543], [-2.042, -0.220, -3.539], [0.877, -1.850, -2.470], [0.380, -0.559, -1.442], [-0.868, -1.559, -2.400], [1.084, -1.513, -4.733], [-0.557, -1.168, -5.310], [0.802, -0.086, -5.675], [1.167, 2.942, -0.524], [2.190, 1.549, -0.883], [0.472, 1.355, -0.514], [2.575, 0.196, -2.481], [-1.918, 1.405, 2.355], [-0.930, 0.574, 3.215], [-1.564, 0.142, 4.540], [-2.514, -1.067, 4.402], [-1.810, -2.230, 3.782], [-1.282, -1.916, 2.390], [-0.523, -0.642, 2.430], [0.006, -0.283, 1.203], [-0.337, -3.096, 1.993], [-2.438, -1.839, 1.392], [0.291, 1.413, 3.604], [-2.918, 0.990, 2.303], [-1.827, 2.467, 2.587], [-1.452, 1.426, 1.364], [-0.768, -0.273, 5.161], [-2.148, 0.983, 4.902], [-2.669, -1.420, 5.427], [-3.491, -0.762, 4.031], [-2.461, -3.097, 3.676], [-0.916, -2.468, 4.366], [0.057, -3.012, 0.977], [-0.835, -4.052, 2.134], [0.569, -3.067, 2.606], [-2.927, -2.796, 1.231], [-2.079, -1.473, 0.425], [-3.145, -1.050, 1.649], [-0.005, 2.133, 4.365], [1.083, 0.754, 3.965], [0.756, 2.014, 2.817], [0.938, -0.548, 1.313]]
}